The following is a DFT calculation (ωB97M-V/def2-TZVPD) of a 11-piece molecular cluster, C50H66N8O4 overall in a non-equilibrium geometry.

CARTESIAN COORDINATES (ANGSTROEM)
C  -2.93339  2.88343  8.00815
N  -2.51599  3.25036  6.61905
C  -1.37415  3.03345  5.99046
C  -1.36095  3.37904  4.47070
O  -0.35589  2.49454  6.42151
H  -3.19373  3.81551  8.50970
H  -2.22125  2.29401  8.58568
H  -3.89615  2.37260  8.02395
H  -3.13939  3.81996  6.06496
H  -0.69567  4.24246  4.47006
H  -2.34068  3.45597  3.99919
H  -0.90776  2.51850  3.97855
C  2.94691  -3.32045  -0.92825
C  3.55657  -3.53867  -2.14912
C  4.68146  -4.31127  -2.07277
N  5.17997  -4.90049  -0.97226
C  4.55426  -4.63381  0.19746
C  3.44858  -3.81574  0.22637
H  2.00167  -2.81091  -0.81296
H  3.43264  -3.10216  -3.12916
H  5.26393  -4.47738  -2.96693
H  4.86885  -5.11817  1.11006
H  2.85889  -3.69295  1.12280
C  -4.28794  -0.61041  -0.89319
C  -5.00380  -0.33337  -2.01083
C  -5.15346  1.01745  -2.42197
N  -4.60044  2.05783  -1.77780
C  -3.92114  1.76891  -0.61143
C  -3.67202  0.40529  -0.19961
H  -4.08199  -1.61347  -0.54988
H  -5.41624  -1.14297  -2.59464
H  -5.67265  1.25169  -3.33956
H  -3.55372  2.54687  0.04139
H  -3.15913  0.16767  0.72065
C  2.29422  -0.46684  5.06440
C  1.26033  -1.38476  5.00024
C  1.18014  -2.17969  3.77362
N  2.03686  -1.95573  2.71108
C  2.99921  -0.99079  2.82767
C  3.13257  -0.27664  3.98172
H  2.54459  0.12975  5.92916
H  0.50757  -1.55444  5.75587
H  0.46409  -2.98263  3.67880
H  3.74983  -1.01350  2.05149
H  4.04069  0.27098  4.18620
C  -4.21490  -0.95864  4.59103
C  -3.36782  0.00288  3.99700
C  -2.23302  -0.42640  3.31471
N  -1.88198  -1.77164  3.20539
C  -2.70801  -2.67910  3.83915
C  -3.88120  -2.38845  4.51848
H  -5.15153  -0.63074  5.01718
H  -3.41763  1.07464  4.12050
H  -1.67589  0.34841  2.80909
H  -2.37140  -3.70324  3.77410
H  -4.51315  -3.18618  4.87996
C  0.43612  -3.53506  -5.27490
C  0.04230  -3.20180  -4.01522
C  0.47033  -2.01286  -3.38843
N  1.28136  -1.13520  -4.01847
C  1.65964  -1.49459  -5.26387
C  1.23208  -2.64699  -5.95505
H  0.22991  -4.53115  -5.63780
H  -0.49038  -3.92303  -3.41316
H  0.22202  -1.80968  -2.35719
H  2.41007  -0.90573  -5.77032
H  1.63682  -2.82544  -6.94031
C  1.49357  4.40452  -4.01604
C  1.40396  3.24042  -3.30436
C  2.62527  2.66795  -2.75077
N  3.83123  3.21744  -2.85860
C  3.90560  4.35934  -3.56104
C  2.78981  5.04360  -4.07469
H  0.59064  4.93468  -4.28073
H  0.58904  2.59011  -3.02259
H  2.47433  1.71230  -2.27082
H  4.88999  4.80349  -3.57137
H  2.83049  5.99899  -4.57664
C  5.04301  1.93366  1.28111
C  5.89349  1.75288  2.37806
C  6.23650  2.87084  3.06678
N  5.77682  4.07937  2.79813
C  4.91046  4.29660  1.78630
C  4.55126  3.16110  0.96536
H  4.66368  1.05445  0.78162
H  6.19736  0.76671  2.69668
H  6.93934  2.77911  3.88164
H  4.45207  5.25455  1.58977
H  3.80966  3.20032  0.18123
C  -2.89254  0.95646  -5.64310
C  -2.87544  2.35802  -6.23668
C  -2.76017  3.28060  -5.03629
O  -1.77493  2.57983  -4.33396
C  -1.76879  1.20030  -4.57097
H  -2.55762  0.20840  -6.36167
H  -3.86699  0.73427  -5.20814
H  -3.85322  2.61026  -6.64707
H  -2.06612  2.54192  -6.94327
H  -3.72031  3.36068  -4.52658
H  -2.49533  4.29374  -5.33881
H  -2.16512  0.77102  -3.65079
H  -0.77015  0.92054  -4.90646
C  -0.42925  2.06656  -0.09886
C  -0.47546  0.62612  -0.41971
C  0.92556  0.11062  -0.19907
O  1.65570  1.28372  0.28797
C  0.71894  2.16333  0.88787
H  -1.38500  2.54492  0.11518
H  -0.11419  2.69539  -0.93157
H  -0.59783  0.38964  -1.47668
H  -1.11562  -0.08354  0.10439
H  1.44139  -0.33545  -1.04939
H  1.02447  -0.74120  0.47377
H  1.09325  3.17748  0.74822
H  0.53439  2.08551  1.95931
C  -2.25162  -5.59824  -0.25635
C  -2.71051  -4.16033  -0.17533
C  -1.44979  -3.46431  0.24045
O  -0.48471  -4.09748  -0.57654
C  -0.84080  -5.48232  -0.53825
H  -2.72027  -6.08653  -1.11078
H  -2.44003  -6.13875  0.67125
H  -3.48738  -3.97361  0.56609
H  -2.97443  -3.69595  -1.12549
H  -1.18172  -3.40663  1.29539
H  -1.41346  -2.44474  -0.14330
H  -0.34098  -5.91203  0.32986
H  -0.57151  -6.06969  -1.41607

SMILES string: CNC(C)=O.c1ccncc1.c1ccncc1.c1ccncc1.c1ccncc1.c1ccncc1.c1ccncc1.c1ccncc1.C1CCOC1.C1CCOC1.C1CCOC1
multiplicity: 1
LUMO: 0.127 eV
HOMO level: -8.96 eV